Record 1
DFT (ωB97M-V/def2-TZVPD) results for a structure of composition C49H49BF2N4O2P2SiTi.

```
! wB97M-V def2-TZVPD RIJCOSX def2/J DEFGRID3
* xyz 0 3
F -3.30 0.86 0.13
H -1.98 0.47 -4.32
H -0.19 5.96 3.05
H -5.70 -0.68 4.82
N 0.23 1.85 -1.72
C 4.00 1.76 1.16
O 0.16 -1.81 2.70
C 1.08 -1.78 4.94
H 2.16 -2.19 -3.14
C 0.54 -4.20 3.07
N -1.42 -0.24 -4.76
C -2.91 -0.40 2.93
H 0.71 3.38 -4.30
N -0.66 -0.82 -2.58
C 5.33 1.59 0.82
C 1.61 2.06 -1.98
C 0.13 -5.49 2.76
Si -0.90 2.99 -2.42
H -1.25 -6.71 1.66
H 0.02 1.80 3.97
H -1.09 -3.73 -1.25
C 1.07 -2.33 -3.17
H -2.62 1.13 -2.48
H 0.88 -3.43 -3.18
P -1.81 -1.79 0.79
C 3.52 3.54 -2.37
H -0.83 2.76 -4.90
H 1.54 4.21 -1.94
H 1.05 5.55 0.94
H 4.47 0.31 -2.56
C -3.84 -3.13 -3.14
C -4.27 -2.21 2.16
H 1.73 3.28 0.33
H -4.28 -3.40 -4.09
H -5.44 -1.81 -2.58
C -3.92 -1.89 -1.07
C 5.81 0.36 0.41
C -1.13 -3.32 1.55
C -0.58 -0.88 -3.88
H 5.41 2.60 -2.78
C -4.49 -2.24 -2.29
C 0.96 2.38 2.12
C -0.37 3.43 -4.17
H -0.98 0.10 -5.60
C -0.12 -3.14 2.48
C 2.64 -0.01 5.45
H -2.34 -4.79 0.56
Ti -0.27 0.23 -0.60
H -4.43 -1.18 -0.44
C 4.36 2.45 -2.56
H 0.50 -2.64 5.24
H -4.45 -3.03 1.48
C 4.93 -0.72 0.31
C -0.92 -5.70 1.88
C 3.12 0.68 1.08
C 2.17 3.34 -2.09
H 2.91 -1.39 0.54
C -2.62 -3.68 -2.75
C -5.20 -1.94 3.16
H -2.03 5.08 -1.87
C 0.56 -2.24 -5.64
H -3.05 2.50 -3.53
H 1.61 -2.41 -5.87
H 2.12 -0.03 -2.09
C -2.05 -3.32 -1.53
H 3.31 0.47 6.14
C 1.22 3.45 1.27
H 2.02 -1.52 6.84
C 2.49 0.98 -2.16
C 0.13 4.96 2.79
H -0.72 4.06 4.54
C 1.63 -0.12 3.25
O 0.56 -1.64 -0.77
C 3.59 -0.56 0.64
H -1.29 4.38 -0.42
H 0.02 -3.19 -5.73
P 1.36 0.67 1.60
C 3.83 1.17 -2.44
C -4.98 -0.90 4.05
H 6.01 2.44 0.88
H 0.64 -6.33 3.22
H -2.10 -4.37 -3.40
C -0.16 3.90 3.63
C 1.92 -1.14 5.83
H -6.09 -2.54 3.24
N 0.45 -1.68 -4.32
H 3.65 2.72 1.50
H 3.02 1.39 3.87
H -2.01 0.21 2.85
H -3.65 0.69 4.63
H -3.28 2.59 -1.79
H 1.37 -4.04 3.74
C -3.12 -1.44 2.03
H 6.85 0.23 0.14
C 0.25 2.61 3.30
C -2.61 2.22 -2.56
C -1.54 -4.62 1.27
B -2.01 1.25 0.26
H 3.90 4.55 -2.45
C -1.14 4.57 -1.48
C 0.33 -1.64 -2.09
H -0.29 5.26 -1.59
F -1.95 2.42 0.95
C -2.70 -2.43 -0.68
C 2.48 0.49 4.17
C -3.83 -0.13 3.94
H -0.68 4.45 -4.41
C 0.97 -1.27 3.65
C 0.83 4.73 1.61
H 0.16 -1.56 -6.39
H 5.29 -1.69 -0.02
*
```

Results
HOMO (spin up / spin down) ... -0.180 / -0.271 hartree
HOMO-LUMO gap (spin up / spin down) ... 5.46 / 7.89 eV
LUMO level (spin up / spin down) ... 0.566 / 0.524 eV
Energy ... -4312.56350 hartree
⟨S²⟩ ... 2.016

---

Record 2
DFT (ωB97M-V/def2-TZVPD) results for a cluster of 2 separate species, C18H29BrN6O8P2S in total.

```
! wB97M-V def2-TZVPD RIJCOSX def2/J DEFGRID3
* xyz -2 1
H -2.17 -0.05 -2.82
C 2.75 3.70 -1.61
H -1.74 -4.12 2.70
P 3.12 5.34 4.79
C 0.76 -3.78 1.80
H 0.41 1.70 -3.19
H 1.04 -0.20 -4.04
C -1.58 3.56 0.68
C -1.89 -3.09 2.16
P 2.37 0.43 2.05
N 1.68 -2.52 -1.25
C 2.01 -2.11 0.19
C -3.54 2.41 0.79
H 2.84 -4.23 0.88
H -5.08 -1.01 1.84
H 0.74 -3.94 2.97
H -2.18 -2.26 2.97
C -4.12 -0.52 1.33
C 2.00 -0.48 0.41
C -0.46 -1.98 -3.52
H 2.18 4.14 -2.54
O 3.87 1.41 -2.09
H 2.86 -2.87 2.24
O 4.12 4.18 4.59
N 1.49 1.35 -1.22
O 4.13 0.66 2.16
H -2.42 -1.16 -0.17
H -4.11 -3.31 1.69
H 4.55 0.44 1.26
H -3.34 -1.13 -3.51
H -0.71 -2.70 0.26
N -2.49 4.35 1.60
N -2.62 -0.38 -3.70
Br 1.54 2.54 2.03
H -3.36 -0.08 2.14
H 1.60 -3.48 -1.68
C -1.52 -1.13 -4.46
O 3.79 6.45 5.62
H 1.77 -2.01 -4.00
H -2.99 -3.89 0.22
H -0.87 -1.98 -2.41
S -4.72 1.01 0.36
O 2.72 5.90 3.41
O -1.38 -1.13 -5.78
H -0.69 1.10 -1.68
C 2.27 -3.28 1.30
H -4.15 -1.81 -0.54
H 2.07 3.95 -0.66
H 3.81 4.15 -1.43
H 0.01 2.85 -1.75
C -3.12 -3.08 1.06
C 1.46 -1.18 -1.90
C -3.37 -1.63 0.34
H -0.49 3.78 0.30
C 2.75 2.03 -1.68
H -0.37 -3.11 -3.87
C 0.26 1.72 -2.00
O -2.21 2.34 0.14
O 1.88 4.83 5.52
N -3.70 3.63 1.68
H 0.52 -4.80 1.25
N 1.63 0.00 -0.98
H -0.19 -1.61 1.82
C -0.43 -2.71 1.42
C 1.03 -1.23 -3.48
*
```

Results
HOMO ... 0.027 hartree
HOMO-LUMO gap ... 1.73 eV
LUMO level ... 2.462 eV
Energy ... -5287.97668 hartree

---

Record 3
DFT (ωB97M-V/def2-TZVPD) results for a structure of composition C31H46Cl2NPZr.

```
! wB97M-V def2-TZVPD RIJCOSX def2/J DEFGRID3
* xyz 0 1
Cl 1.89 0.45 1.41
H -2.83 1.41 6.36
Cl -2.19 0.72 1.77
H 0.27 6.46 -0.12
H 3.71 -1.32 -1.97
H 0.42 5.23 1.14
H -2.16 2.13 -2.80
C -1.11 4.81 -0.35
H 1.52 2.78 0.26
H -1.29 -4.64 1.23
H -1.44 -2.33 1.17
C 1.98 -5.69 1.30
C -1.70 0.25 -1.81
H 2.27 -2.00 -4.58
P -0.08 0.87 -1.19
C -1.14 3.28 -0.37
H 1.03 1.55 -3.72
C 1.24 0.47 -3.59
H -3.80 -1.59 -1.41
C 2.95 -1.36 -4.00
H 3.03 -2.88 -2.45
H 1.37 5.07 -1.76
H 2.23 0.60 -1.65
C 1.86 -3.28 1.44
C -3.65 0.64 -3.32
C 1.56 -1.39 -1.86
C -2.21 1.05 -3.02
H 1.74 -0.90 4.52
C -1.05 0.79 5.27
H 1.56 -1.02 6.53
C -1.89 0.88 6.42
C 0.59 -0.50 6.61
H 0.13 -0.82 8.65
H 2.39 5.06 -0.31
H -1.33 1.26 4.30
C -0.01 2.74 -1.28
H -1.89 5.19 0.32
H -2.13 2.94 -0.71
C -0.41 -2.16 1.57
C -0.20 -4.63 1.27
C 2.62 -4.45 1.39
C -3.80 -0.88 -3.46
H -0.15 3.11 -2.33
C 1.34 0.12 -2.10
H -1.02 2.86 0.64
C -0.24 -0.39 7.73
Zr -0.11 -0.33 2.53
C 0.27 5.37 0.06
H 2.57 -6.61 1.27
H 2.17 2.82 -1.37
C 1.43 4.73 -0.72
C 1.36 3.20 -0.74
C 2.56 0.10 -4.27
H 2.33 -2.29 1.50
H -1.38 -1.78 -1.09
H 3.33 0.78 -3.86
H 0.40 -0.09 -4.03
H -2.07 0.37 8.50
H -3.32 -1.18 -4.40
H 1.57 -1.59 -0.78
H 3.70 -4.38 1.43
H -3.96 1.17 -4.23
C -1.75 -1.28 -2.00
C -1.46 0.29 7.60
H -4.87 -1.12 -3.55
H 0.08 -6.75 1.18
C 0.58 -5.78 1.24
H -3.19 -2.77 -2.58
H -1.09 -1.57 -2.83
C 0.43 -3.34 1.41
H 0.73 -1.98 -2.27
H -4.28 1.01 -2.49
H -1.34 5.16 -1.36
C -3.19 -1.70 -2.32
C 2.88 -1.80 -2.52
H -2.33 0.45 -0.92
C 0.15 0.12 5.46
H 1.81 0.71 4.23
H 2.46 0.31 -5.34
H 3.96 -1.53 -4.39
H -1.54 0.85 -3.87
N 1.13 -0.07 4.36
*
```

Results
HOMO ... -0.229 hartree
Energy relative to the best compared isomer or geometry (same formula, charge and spin) ... 10.6 kcal per mole
HOMO-LUMO gap ... 5.98 eV
LUMO level ... -0.245 eV
Energy ... -2572.43695 hartree

---

Record 4
DFT (ωB97M-V/def2-TZVPD) results for a structure of composition C43H46F6GeMoN7O4S.

```
! wB97M-V def2-TZVPD RIJCOSX def2/J DEFGRID3
* xyz 1 3
C -0.78 6.80 0.50
N 3.84 -2.75 5.02
C -0.51 1.49 1.90
H -4.13 -0.03 -1.68
C 2.75 0.55 4.06
N -2.61 -1.91 0.71
C 1.58 0.22 -3.01
O -0.34 -0.50 0.45
H 2.23 -6.25 -2.10
H -3.95 -1.77 -1.60
C 3.38 -1.86 4.44
C 3.57 -0.92 -2.40
H -1.13 8.91 0.77
H 4.67 -2.44 -0.68
H -3.29 -3.70 1.51
C -2.04 -1.48 -3.23
C 2.87 -1.64 -1.46
H -4.47 6.61 -0.62
C -0.30 -4.32 2.70
C -3.44 6.67 -0.31
H 3.32 -2.52 0.43
F -0.74 -6.49 3.57
F -0.56 -2.25 3.84
C -0.96 -5.71 2.51
C -2.06 -3.01 -3.04
F -0.58 -4.05 5.05
H -2.79 0.15 0.44
O 0.90 1.28 0.01
C 2.10 -1.22 2.54
C 1.16 -4.58 3.04
H 3.15 5.78 3.30
H 0.85 3.88 -4.78
H -2.24 2.49 0.95
H 4.63 -1.10 -2.51
C -1.31 2.23 -2.04
H 1.65 -5.08 2.21
H -2.16 1.05 -3.64
H -3.62 -4.32 -1.28
H -4.40 -2.97 0.39
H -1.51 3.39 2.27
Ge -0.29 3.90 0.15
H -1.10 -1.18 -3.70
C -0.64 2.39 -4.35
F -2.28 -5.65 2.29
S -1.37 -3.68 -1.49
C -2.89 7.89 0.08
O -0.58 -3.61 1.52
N -2.15 -0.76 -1.98
C 2.76 -0.82 3.66
H -3.10 4.57 -0.60
H 1.02 0.96 -3.58
C 2.62 3.91 -0.04
H 2.49 3.35 -0.96
F -0.40 -6.29 1.42
H -0.74 2.07 -5.38
H -4.33 -0.68 0.61
C -3.34 -3.17 0.57
H 1.06 -6.37 -0.77
N 2.73 1.67 4.38
N 1.55 -1.44 -1.28
C -1.56 7.95 0.48
H 1.03 4.65 -2.45
H 0.33 1.81 2.52
C -2.66 5.52 -0.28
C 4.10 4.94 1.57
F -2.30 -3.55 3.82
H -1.89 0.21 -2.11
C 0.25 3.41 -4.01
N 3.37 -4.03 -1.01
H 0.26 6.87 0.80
O 1.28 -3.95 -0.31
C 2.93 0.02 -3.19
H -3.07 -3.41 -3.08
C 1.72 4.93 1.94
H -0.12 -0.40 -1.88
H -2.59 -5.10 -0.10
H -1.15 0.83 2.49
Mo 0.21 -2.29 0.30
C 3.61 -2.63 -0.60
C 3.00 5.27 2.36
H 0.87 5.19 2.58
C 0.36 3.83 -2.69
C 0.10 0.76 0.74
H 4.76 3.99 -0.24
H -2.84 -1.24 -3.94
C -2.84 -4.14 -0.54
C -0.41 3.24 -1.68
C 1.51 4.25 0.74
C 0.93 -0.53 -2.06
C -1.43 1.81 -3.36
H -1.50 -3.49 -3.83
H 4.14 -4.59 -1.33
H -1.94 1.79 -1.27
H 2.79 -6.64 -0.46
C -1.28 2.75 1.41
H -3.50 8.78 0.06
H -2.44 -1.75 1.69
H 3.49 0.60 -3.92
C 2.23 -4.61 -0.76
C -0.95 -3.54 3.88
C 2.06 -6.06 -1.04
C -3.46 -0.82 -1.34
C -3.34 -0.75 0.17
C 3.91 4.25 0.37
H 5.10 5.22 1.88
C -1.32 5.57 0.13
H 1.68 -3.66 3.27
N 1.58 -1.70 1.61
H 1.23 -5.22 3.92
*
```

Results
HOMO (spin up / spin down) ... -0.390 / -0.397 hartree
Energy relative to the best compared isomer or geometry (same formula, charge and spin) ... 0.0 kcal per mole
HOMO-LUMO gap (spin up / spin down) ... 6.92 / 6.94 eV
LUMO level (spin up / spin down) ... -3.699 / -3.870 eV
Energy ... -5492.78196 hartree
⟨S²⟩ ... 2.014

---

Record 5
DFT (ωB97M-V/def2-TZVPD) results for an isolated molecule of C2H4OP2.

```
! wB97M-V def2-TZVPD RIJCOSX def2/J DEFGRID3
* xyz 0 1
H 0.03 2.08 0.30
H -0.43 -2.37 -0.14
P -0.96 -0.15 0.89
C 0.35 1.07 0.56
H 1.37 0.98 0.99
H 1.08 -1.15 0.32
P 0.05 0.19 -1.19
C 0.04 -1.32 0.01
O -1.54 0.67 -1.74
*
```

Results
SMILES string ... O=P12CP1C2
HOMO ... -0.297 hartree
Energy relative to the best compared isomer or geometry (same formula, charge and spin) ... 37.7 kcal per mole
HOMO-LUMO gap ... 6.67 eV
LUMO level ... -1.417 eV
Energy ... -836.43021 hartree

---

Record 6
DFT (ωB97M-V/def2-TZVPD) results for a cluster of 2 separate species, CH7IN5 in total.

```
! wB97M-V def2-TZVPD RIJCOSX def2/J DEFGRID3
* xyz 1 3
H -0.10 -2.25 0.84
H 0.58 -2.05 -0.68
N -0.31 -1.85 -0.05
I -4.56 -0.06 0.08
N 1.50 1.53 -0.12
H -1.52 1.14 -0.16
N -2.65 -0.75 -0.05
N 0.88 2.58 -0.02
H 0.44 0.11 0.21
H 1.53 3.47 -0.11
N -0.43 -0.45 0.07
H -2.59 -1.80 -0.27
H 2.45 1.40 0.15
C -1.59 0.09 -0.13
*
```

Results
HOMO (spin up / spin down) ... -0.423 / -0.486 hartree
HOMO-LUMO gap (spin up / spin down) ... 7.37 / 7.60 eV
LUMO level (spin up / spin down) ... -4.143 / -5.636 eV
Energy ... -613.32239 hartree
⟨S²⟩ ... 2.007